ORCA calculation (ωB97M-V/def2-TZVPD) on an isolated molecule of C7H10O5 in a non-equilibrium geometry.

Computed properties:
ΔE to the lowest compared entry with this formula, charge and spin ... 51.5 kJ/mol
E_HOMO ... -10.3828 eV
LUMO energy ... 0.572 eV
Gap between HOMO and LUMO ... 11.0 eV
SMILES ... CC(=O)O[C@@H]1CC(=O)O[C@H]1CO

Atoms and positions in Å:
C1 3.62 -0.26 -0.56
C2 2.31 -0.65 0.06
O1 2.24 -1.45 0.95
O2 1.23 0.08 -0.36
C3 -0.10 -0.12 0.14
C4 -0.77 -1.47 -0.11
C5 -2.22 -1.09 -0.08
O3 -3.20 -1.72 0.04
O4 -2.33 0.34 -0.15
C6 -1.01 0.89 -0.46
C7 -0.95 2.26 0.22
O5 0.39 2.57 0.43
H1 4.47 -0.42 0.11
H2 3.68 0.65 -1.09
H3 3.90 -1.08 -1.32
H4 -0.02 0.08 1.26
H5 -0.56 -1.79 -1.13
H6 -0.33 -2.08 0.67
H7 -0.98 1.08 -1.52
H8 -1.41 3.04 -0.42
H9 -1.50 2.36 1.22
H10 0.89 2.26 -0.27

***

ORCA calculation (ωB97M-V/def2-TZVPD) on a structure of composition C12H32F9O16Pt2S3 in a non-equilibrium geometry.

Computed properties:
⟨S²⟩ ... 6.006
ΔE to the lowest compared entry with this formula, charge and spin ... 127.9 kJ/mol
E_HOMO (alpha / beta) ... -12.2402 / -12.2402 eV
LUMO energy (alpha / beta) ... -5.077 / -6.551 eV
Gap between HOMO and LUMO (alpha / beta) ... 7.2 / 5.7 eV
Charge ... +1
Spin multiplicity ... 5

Atoms and positions in Å:
Pt1 -18.34 -4.35 -20.21
Pt2 -14.26 -5.17 -23.64
C1 -17.80 -2.39 -24.26
F1 -18.82 -1.57 -23.89
F2 -18.41 -3.55 -24.45
F3 -17.32 -2.01 -25.40
S1 -16.55 -2.57 -22.85
O1 -16.19 -1.22 -22.51
O2 -17.27 -3.22 -21.76
O3 -15.37 -3.36 -23.26
C2 -14.03 -6.27 -19.10
F4 -12.73 -6.41 -19.40
F5 -14.80 -7.35 -19.32
F6 -14.14 -5.94 -17.83
S2 -14.85 -4.87 -20.17
O4 -14.44 -5.28 -21.50
O5 -16.28 -4.96 -19.86
O6 -14.17 -3.61 -19.72
C3 -17.24 -8.38 -22.46
F7 -18.47 -8.94 -22.31
F8 -16.59 -8.32 -21.30
F9 -16.58 -9.02 -23.46
S3 -17.51 -6.52 -22.97
O7 -17.93 -5.90 -21.72
O8 -16.22 -6.04 -23.48
O9 -18.55 -6.53 -24.00
O10 -13.82 -0.74 -18.83
H1 -13.57 -0.43 -19.70
H2 -13.64 -1.68 -18.85
O11 -11.77 -2.93 -20.61
H3 -12.44 -3.46 -20.18
H4 -12.16 -2.66 -21.44
O12 -18.35 -4.52 -17.90
H5 -17.75 -4.09 -17.29
H6 -18.77 -5.20 -17.37
O13 -12.12 -5.95 -23.06
H7 -11.71 -6.76 -22.76
H8 -11.44 -5.52 -23.59
C4 -15.12 -11.39 -22.38
C5 -13.93 -10.60 -21.85
C6 -13.90 -10.37 -20.38
O14 -12.69 -11.16 -22.30
H9 -14.95 -12.45 -22.23
H10 -15.21 -11.30 -23.47
H11 -16.07 -11.22 -21.88
H12 -14.05 -9.64 -22.36
H13 -13.10 -9.68 -20.12
H14 -13.68 -11.22 -19.73
H15 -14.83 -9.92 -20.02
H16 -12.70 -11.26 -23.25
C7 -9.43 -5.71 -20.06
C8 -8.22 -5.80 -20.97
C9 -8.02 -7.23 -21.40
O15 -8.32 -4.90 -22.05
H17 -10.31 -6.15 -20.54
H18 -9.67 -4.67 -19.84
H19 -9.32 -6.23 -19.11
H20 -7.36 -5.42 -20.41
H21 -7.61 -7.82 -20.58
H22 -7.22 -7.18 -22.14
H23 -8.90 -7.73 -21.79
H24 -8.36 -4.06 -21.58
C10 -15.20 -5.07 -15.00
C11 -15.53 -3.64 -15.39
C12 -15.00 -3.25 -16.70
O16 -16.93 -3.57 -15.55
H25 -14.25 -5.23 -14.49
H26 -15.12 -5.74 -15.86
H27 -16.01 -5.52 -14.43
H28 -15.10 -2.95 -14.66
H29 -15.27 -2.20 -16.79
H30 -15.39 -3.78 -17.57
H31 -13.91 -3.23 -16.68
H32 -17.35 -3.60 -14.69

***

ORCA calculation (ωB97M-V/def2-TZVPD) on a cluster of 8 separate species, C16H46BrO12 in total in a non-equilibrium geometry.

Computed properties:
ΔE to the lowest compared entry with this formula, charge and spin ... 0.0 kJ/mol
E_HOMO ... -4.1852 eV
LUMO energy ... 2.137 eV
Gap between HOMO and LUMO ... 6.3 eV
Charge ... -1

Atoms and positions in Å:
Br1 -0.41 -0.56 0.90
C1 0.29 3.29 -4.88
C2 0.52 4.47 -3.97
C3 -0.83 4.91 -3.37
O1 1.42 3.97 -2.96
H1 -0.01 2.41 -4.32
H2 1.19 3.06 -5.45
H3 -0.52 3.57 -5.55
H4 1.09 5.22 -4.52
H5 -1.68 4.90 -4.04
H6 -0.78 5.91 -2.93
H7 -1.19 4.23 -2.60
H8 1.00 3.12 -2.76
C4 -5.70 0.63 -2.98
C5 -6.39 1.05 -1.64
C6 -7.87 1.39 -1.70
O2 -6.29 -0.12 -0.88
H9 -5.88 1.36 -3.76
H10 -6.09 -0.31 -3.40
H11 -4.64 0.39 -2.90
H12 -5.72 1.78 -1.19
H13 -7.92 2.43 -2.03
H14 -8.33 1.40 -0.71
H15 -8.45 0.73 -2.34
H16 -5.35 -0.29 -0.78
C7 -0.04 -4.73 -7.34
C8 -0.62 -3.95 -6.13
O3 0.43 -3.55 -5.25
O4 -0.92 -4.94 -8.48
H17 0.38 -5.69 -7.04
H18 0.83 -4.20 -7.74
H19 -1.38 -4.55 -5.63
H20 -1.14 -3.06 -6.48
H21 0.10 -3.12 -4.46
H22 -1.55 -5.63 -8.25
C9 4.23 -6.30 -0.32
C10 5.31 -7.32 -0.14
O5 4.99 -8.49 0.56
O6 3.93 -5.47 0.77
H23 3.32 -6.81 -0.65
H24 4.48 -5.69 -1.18
H25 6.11 -6.87 0.46
H26 5.59 -7.67 -1.13
H27 5.81 -8.96 0.75
H28 3.23 -4.91 0.43
C11 -0.92 7.41 2.73
C12 -0.59 5.96 3.02
O7 -1.73 5.19 2.95
O8 -1.55 8.00 3.89
H29 -1.55 7.51 1.85
H30 -0.02 7.99 2.50
H31 -0.06 5.82 3.96
H32 0.06 5.66 2.20
H33 -1.55 4.35 2.52
H34 -2.28 7.43 4.14
C13 -1.69 -3.28 7.09
C14 -2.35 -2.91 8.41
O9 -1.34 -2.97 9.48
O10 -0.63 -2.37 6.83
H35 -2.43 -3.22 6.29
H36 -1.40 -4.33 7.10
H37 -3.20 -3.55 8.65
H38 -2.80 -1.92 8.32
H39 -1.49 -3.82 9.90
H40 -0.57 -2.43 5.88
C15 7.23 1.79 3.26
C16 5.80 1.54 2.72
O11 4.87 1.54 3.78
O12 7.49 3.15 3.62
H41 7.97 1.58 2.49
H42 7.51 1.14 4.09
H43 5.80 0.54 2.27
H44 5.57 2.15 1.85
H45 4.00 1.35 3.42
H46 7.32 3.66 2.83

***

ORCA calculation (ωB97M-V/def2-TZVPD) on a cluster of 2 separate species, C8H15F3N3O5S in total in a non-equilibrium geometry.

Computed properties:
ΔE to the lowest compared entry with this formula, charge and spin ... 0.0 kJ/mol
E_HOMO ... -5.3155 eV
LUMO energy ... 2.238 eV
Gap between HOMO and LUMO ... 7.6 eV
Charge ... -1

Atoms and positions in Å:
C1 0.89 2.10 2.27
O1 0.30 1.68 1.02
C2 -0.51 0.51 1.17
O2 -1.58 0.48 0.52
C3 -0.15 -0.77 2.05
C4 1.31 -1.37 1.81
C5 1.62 -1.74 0.28
C6 3.16 -1.36 -0.06
N1 3.39 -0.96 -1.49
C7 3.07 0.46 -1.73
N2 4.01 1.38 -1.61
N3 1.72 0.93 -2.11
H1 1.45 1.28 2.83
H2 0.16 2.63 2.98
H3 1.68 2.90 1.99
H4 -0.90 -1.59 1.74
H5 -0.39 -0.56 3.17
H6 2.09 -0.61 2.16
H7 1.39 -2.35 2.42
H8 1.52 -2.89 0.16
H9 0.87 -1.29 -0.47
H10 3.60 -0.58 0.64
H11 3.76 -2.33 0.10
H12 2.80 -1.58 -2.07
H13 4.90 0.94 -1.34
H14 1.14 1.01 -1.26
H15 1.22 0.23 -2.70
C8 -4.73 1.06 -1.43
F1 -3.45 0.62 -1.49
F2 -4.85 1.66 -0.22
F3 -4.82 2.06 -2.35
S1 -5.98 -0.29 -1.70
O3 -5.72 -1.25 -0.63
O4 -5.69 -0.80 -3.03
O5 -7.27 0.38 -1.59